C75H160N8O9 | the ωB97M-V functional and the def2-TZVPD basis

Structure (ORCA input):
```
! RIJCOSX wB97M-V def2-TZVPD def2/J DEFGRID3
* xyz 0 1
O 0.877 -8.094 0.159
O 1.633 0.087 2.211
O -4.691 -5.990 4.491
O 1.046 2.353 -4.199
O -0.490 6.602 -0.415
O -5.134 4.196 6.963
O 7.282 1.605 1.322
O -4.262 -4.150 -2.036
O 4.170 4.655 0.053
N 6.436 0.544 1.665
N 2.017 -7.340 0.590
N -4.967 -3.450 -3.026
N -4.627 -6.362 3.155
N 0.571 0.412 1.327
N -0.771 6.666 0.962
N -0.172 1.993 -4.847
N 4.510 5.364 -1.119
C 5.475 7.299 -2.243
C 7.855 -1.072 0.403
C -1.435 0.126 -0.690
C 6.422 0.310 3.108
C -1.314 3.948 -3.912
C 5.553 -1.724 1.178
C 3.513 7.587 -0.611
C 0.002 0.893 -5.819
C 0.797 -5.187 0.580
C -5.959 -8.344 3.658
C -0.928 3.195 -5.225
C -0.911 4.253 1.114
C -0.205 0.957 -0.885
C 5.779 7.006 0.193
C 4.792 6.785 -0.970
C 1.529 -0.794 -0.610
C -5.013 -6.617 0.374
C 7.849 -0.051 3.631
C 0.758 8.586 1.364
C -4.878 -1.259 -1.783
C -5.385 -1.286 -4.136
C 4.436 3.304 -2.432
C -1.126 7.953 2.948
C 1.882 -6.011 -1.496
C 2.407 4.796 -2.228
C -4.128 3.204 6.745
C 6.430 -0.548 0.689
C -3.716 -6.084 0.909
C -7.128 -3.754 -1.722
C 2.866 -9.082 2.034
C -6.855 -1.617 -4.134
C 0.961 1.279 -6.930
C -5.811 -7.122 2.722
C 3.258 -5.229 0.423
C 5.815 -2.089 2.637
C -4.150 2.723 5.293
C 1.288 5.425 1.677
C 1.248 -7.508 2.971
C -2.312 2.659 -5.661
C -0.678 8.051 1.447
C -5.631 -7.655 1.289
C -0.253 5.517 1.698
C -3.086 -2.001 -3.443
C -4.557 -2.045 -3.065
C 2.426 -7.621 1.973
C 5.728 -0.080 -0.606
C -1.190 0.261 3.104
C -0.685 -0.213 1.758
C -0.518 6.881 3.840
C 1.967 -5.977 0.036
C -0.596 -1.763 1.876
C 3.937 4.760 -2.344
C -1.852 0.068 0.759
C -3.792 -5.468 2.336
C 1.012 0.530 -0.066
C -2.377 -5.434 2.900
C -1.699 8.940 0.707
C -6.294 -5.357 -3.505
C 0.396 -0.338 -4.982
C 3.650 -6.777 2.343
C 5.906 1.541 3.883
C -6.363 -3.890 -3.053
C -0.288 4.225 -6.153
C -2.845 3.919 7.121
C 3.632 -5.302 1.923
C -4.398 -4.057 2.227
C -7.103 -3.148 -4.200
C 4.432 5.431 -3.624
C 5.480 -0.850 3.444
C -2.321 1.681 -6.808
C -7.104 -6.326 2.854
C -0.635 5.509 3.200
C -1.388 0.510 -6.364
C 4.628 6.930 -3.487
C 2.033 1.671 -0.203
H -1.196 -0.175 -7.200
H -2.205 7.791 2.823
H -2.064 4.706 -4.140
H -0.772 3.448 1.837
H -0.157 -5.599 0.229
H -7.250 -1.235 -3.189
H 3.211 7.220 0.369
H 6.713 2.174 4.244
H -6.025 3.862 6.825
H 5.361 -0.986 4.521
H -0.300 2.044 -0.859
H -2.855 -6.740 0.744
H -5.253 -0.203 -4.155
H 0.362 -2.149 2.228
H -2.625 8.409 0.509
H -2.144 -6.500 2.981
H 0.866 9.652 1.605
H -6.713 -9.043 3.283
H -2.748 -0.518 0.958
H 1.690 0.893 2.737
H 1.205 -6.760 -1.901
H 2.113 4.474 -1.228
H 3.765 8.644 -0.501
H 6.480 6.874 -2.244
H 6.820 -2.443 2.878
H -3.433 1.922 5.113
H -1.302 -0.875 -1.125
H 0.727 2.288 -3.290
H -7.054 -5.297 2.484
H 8.062 0.239 4.660
H -8.182 -3.302 -4.104
H -4.975 -1.604 -5.106
H 1.623 -7.658 3.989
H 0.546 7.046 4.043
H 5.191 -2.922 2.970
H 0.082 0.777 -1.931
H -2.189 0.437 -1.422
H -7.804 -2.900 -1.717
H -5.475 -4.169 2.078
H 0.493 -8.251 2.726
H -5.978 -6.052 -2.734
H -1.267 9.221 -0.256
H -0.551 3.883 0.153
H -1.952 -0.154 -5.706
H -2.879 3.549 -5.962
H -7.277 -6.112 3.913
H 4.054 -5.682 -0.174
H 1.847 -0.675 -1.652
H 0.629 -5.152 1.656
H 4.701 0.201 -0.380
H 5.100 7.313 -4.393
H -2.487 -2.508 -2.677
H -1.983 1.995 -7.796
H 1.568 4.386 1.858
H -3.885 3.536 4.615
H -0.926 5.104 -6.074
H -6.943 -3.448 -5.238
H 5.048 4.504 0.422
H -7.235 -1.073 -4.999
H -5.916 -1.393 -1.475
H 1.179 8.511 0.359
H -5.299 -8.690 1.230
H 0.759 -1.553 -0.498
H -7.729 -4.643 -1.495
H 7.829 -2.116 0.096
H -6.525 -3.776 -0.810
H -4.338 -3.587 3.213
H 3.715 -9.272 1.375
H -3.456 -4.504 -2.427
H 4.559 -7.212 1.925
H -1.781 9.883 1.248
H 6.069 8.059 0.199
H -6.184 -8.266 4.723
H 2.033 4.011 -2.898
H 3.659 5.351 -4.397
H 5.303 4.934 -4.051
H 2.744 7.469 -1.369
H 4.484 -1.538 1.064
H -2.914 4.194 8.177
H 5.166 2.103 3.311
H 0.413 -1.323 -5.451
H 2.142 2.030 -1.227
H 0.483 6.529 -0.465
H 3.659 7.411 -3.337
H -1.896 3.389 7.010
H -2.259 -4.911 3.848
H 0.833 -4.146 0.248
H 8.669 0.374 3.039
H 2.458 -1.161 -0.163
H -0.330 -0.475 -4.177
H -7.998 -6.760 2.408
H 6.669 6.376 0.158
H 5.322 6.884 1.179
H 1.578 -5.016 -1.826
H 6.787 2.132 0.684
H -2.676 -0.989 -3.372
H -2.150 1.105 0.973
H 5.632 -0.956 -1.252
H -6.658 -7.680 0.905
H -0.019 4.802 3.758
H 5.804 -2.619 0.605
H -1.176 8.921 3.456
H 5.532 8.387 -2.296
H -2.192 -0.117 3.310
H 5.333 1.176 4.737
H 1.691 2.533 0.380
H -0.778 -2.189 0.881
H 3.779 2.617 -1.887
H -4.301 2.374 7.433
H 0.760 4.481 -6.012
H 5.444 3.164 -2.042
H 1.903 5.719 -2.508
H -3.409 -5.231 0.290
H 2.026 -9.605 1.561
H 2.988 1.437 0.269
H 3.031 -9.568 2.992
H -1.366 -2.276 2.457
H 1.353 -8.738 -0.377
H 8.341 -0.480 -0.378
H -4.314 -1.541 -0.888
H -5.028 -8.923 3.666
H -0.296 3.793 -7.160
H -4.103 -6.544 5.021
H 3.188 -4.163 0.192
H 8.150 -1.090 3.471
H -3.275 1.174 -6.966
H -1.656 -4.998 2.206
H 1.520 8.224 2.058
H 2.831 -4.779 2.454
H -5.878 -5.458 -4.507
H 1.614 5.495 0.630
H -0.569 -0.177 3.895
H 1.643 2.110 -6.749
H -1.962 4.503 0.964
H -4.068 -3.359 1.459
H -4.742 -0.180 -1.882
H -2.659 4.868 6.612
H 6.313 0.695 -1.101
H 1.341 -0.186 -4.454
H -4.980 -6.874 -0.687
H -5.716 -5.774 0.329
H -2.784 -2.453 -4.386
H 4.569 -4.769 2.063
H -0.960 6.929 4.838
H 4.441 -0.632 3.159
H -1.670 5.159 3.269
H -1.218 1.328 3.343
H -5.157 2.399 5.027
H 0.496 1.596 -7.870
H 8.544 -0.898 1.228
H -2.836 2.249 -4.800
H 4.408 2.897 -3.445
H -1.726 3.172 -3.267
H 1.755 6.190 2.285
H 2.858 -6.204 -1.948
H 3.809 -6.666 3.420
H 0.813 -6.514 3.084
H 1.529 0.377 -7.173
H -0.499 4.509 -3.450
H -7.335 -5.586 -3.782
*
```

Computed properties:
Total energy   -110706.178 eV
SMILES string   CC1(C)CCCC(C)(C)N1O.CC1(C)CCCC(C)(C)N1O.CC1(C)CCCC(C)(C)N1O.CC1(C)CCCC(C)(C)N1O.CC1(C)CCCC(C)(C)N1O.CC1(C)CCCC(C)(C)N1O.CC1(C)CCCC(C)(C)N1O.CC1(C)CCCC(C)(C)N1O.CC(C)O
Relative energy (zero: lowest compared OMol25 entry of this formula, charge and spin)   66.7 kcal per mole

Löwdin population analysis, charges in e, atoms 1 to 4: number 1, O, carries -0.0212; number 2, O, carries -0.0070; number 3, O, carries -0.0120; number 4, O, carries -0.0355